1.
Here is an isolated ion of composition C5H10N3 and charge +1 from the OMol25 dataset. Energies are from ωB97M-V/def2-TZVPD.

ORCA input file:
```
! wB97M-V def2-TZVPD RIJCOSX def2/J DEFGRID3
* xyz 1 1
H 3.00239 0.29806 -0.16223
H 2.79587 -1.57115 0.13013
C -1.33881 -1.26157 -0.17166
C -0.22916 0.99028 1.74305
H -2.31068 2.37934 -0.43997
C -0.94739 1.62504 0.90763
H 0.46770 -1.64267 -1.23262
C 0.95702 -0.35893 0.19420
N 0.82369 0.26911 1.31292
H -1.54965 -2.33400 -0.47619
H -1.64964 -1.24147 0.90282
H 2.36737 -0.90109 -1.43013
H -0.77438 3.21219 -0.24246
N -1.41137 2.41416 0.04698
C 2.35806 -0.58462 -0.28047
N -0.00680 -1.01048 -0.58392
H -0.43798 0.87538 2.80208
H -1.95097 -0.63166 -0.86605
*
```

Output
- max |F| (eV/Å) = 4.10
- molecular weight (g/mol) = 112.2
- Kohn-Sham gap (Eh) = 0.3252



2.
Here is an isolated molecule of CH2N2O from the OMol25 dataset. Energies are from ωB97M-V/def2-TZVPD.

ORCA input file:
```
! wB97M-V def2-TZVPD RIJCOSX def2/J DEFGRID3
* xyz 0 3
N 1.17900 -0.61189 -1.76049
C 0.43056 -0.64433 -0.90819
N -0.57444 0.38800 0.91448
O -0.59335 -0.84644 0.21671
H -0.81281 1.14779 0.27359
H 0.37104 0.56687 1.26391
*
```

Output
- max |F| (eV/Å) = 5.50
- molecular weight (g/mol) = 58.0
- Kohn-Sham gap (alpha / beta) (Eh) = 0.2336 / 0.2332
- expectation value of S² = 2.008



3.
Here is C23H16F3IN3O7RuS as an isolated structure from the OMol25 dataset. Energies are from ωB97M-V/def2-TZVPD.

ORCA input file:
```
! wB97M-V def2-TZVPD RIJCOSX def2/J DEFGRID3
* xyz 0 2
C -0.94035 3.57562 0.64263
C -0.50945 -4.25828 2.52173
C -1.22965 -1.14538 -4.26977
H -0.97295 -5.11648 2.06403
C 0.23875 0.49082 2.44863
O -2.59305 1.57382 -2.64147
O -1.41975 -2.72628 -2.48247
H 0.57495 5.02252 3.12363
C 0.24185 4.18372 2.52473
C 1.21825 2.59802 4.19983
N -1.27595 -0.50098 -2.01197
H 1.09125 -1.18038 4.16443
C 0.88265 -3.28418 4.20343
C -0.05015 1.82492 2.12833
S -1.31255 0.95532 -2.81087
C 0.48975 2.88022 2.90683
O -1.56205 1.32262 0.34703
C 1.88705 -1.03828 -0.14117
I -2.19975 -2.81968 0.43003
H 2.98045 1.87962 4.69063
H -1.05665 1.86332 -5.82307
C -1.19835 -1.99948 -5.36317
F 3.75925 -1.22208 1.32343
H -0.97975 0.35842 -7.78177
O 1.02325 -1.91528 -0.34417
H -0.95755 3.55692 -1.45567
C -1.17915 0.22812 -4.44317
C 0.33605 -4.41288 3.60943
H -1.08305 -2.08558 -7.49687
N -0.36055 -0.61248 1.95653
C -0.14755 -1.83928 2.52933
C -0.76565 -2.99968 2.01963
H -1.24965 -3.06638 -5.21217
O 1.67525 0.16912 -0.04927
H 1.08375 0.35972 3.11143
H -2.55555 3.54552 -0.75457
H 1.51035 -3.38168 5.07583
C -1.55995 3.97172 -0.64517
C 0.64435 -2.03378 3.68373
F 3.45195 -2.86828 -0.02037
C -1.31885 -1.56688 -2.83987
C 3.34215 -1.54188 0.08633
F 4.20085 -1.00268 -0.78307
H 0.54995 -5.39868 3.99063
H 0.51835 2.10002 4.89453
H 1.52345 3.55022 4.64603
C -1.10945 -1.44148 -6.62977
C -1.05405 -0.06368 -6.79157
Ru -0.77015 -0.50818 -0.07567
C -1.09395 0.79232 -5.69477
C -0.89855 2.18582 1.00023
O 2.34205 1.76562 3.98043
O -0.16635 1.72902 -2.43507
N -0.41195 4.49362 1.41243
H -1.58385 5.05372 -0.71877
*
```

Output
- max |F| (eV/Å) = 3.01
- molecular weight (g/mol) = 763.4
- Kohn-Sham gap (alpha / beta) (Eh) = 0.2262 / 0.2248
- expectation value of S² = 0.782



4.
Here is an isolated molecule of C4H8O2 from the OMol25 dataset. Energies are from ωB97M-V/def2-TZVPD.

ORCA input file:
```
! wB97M-V def2-TZVPD RIJCOSX def2/J DEFGRID3
* xyz 0 1
C 0.08530 0.09328 -0.28110
C 1.15521 0.00274 0.79814
H 2.06657 0.52977 0.51850
O -0.45054 -2.16444 -0.82565
H 0.39826 -0.84257 -1.89760
H -1.32445 1.23648 0.91186
C -0.54916 -1.26689 -0.01742
C -0.91302 1.22627 -0.10458
H 0.85207 0.27099 1.81914
H -1.72800 1.09660 -0.82272
H -1.16293 -1.33731 0.90076
H -0.44134 2.19653 -0.29091
O 0.61070 0.06032 -1.58038
H 1.40132 -1.10177 0.87197
*
```

Output
- max |F| (eV/Å) = 1.78
- molecular weight (g/mol) = 88.1
- Kohn-Sham gap (Eh) = 0.4070



5.
Here is C4H5CrN4O9 as an isolated structure from the OMol25 dataset. Energies are from ωB97M-V/def2-TZVPD.

ORCA input file:
```
! wB97M-V def2-TZVPD RIJCOSX def2/J DEFGRID3
* xyz 0 4
O -3.81970 -0.35814 -1.12606
H 2.18221 1.55992 -0.06589
O -2.09873 -1.30802 -0.15185
Cr 0.03431 -0.58725 -0.23831
H -0.23831 2.67435 -0.85964
N -1.00420 1.83522 0.95947
O -1.68708 0.08585 -1.43107
O 0.99007 0.04460 -1.99601
C 1.21383 1.50110 0.40866
N -2.62690 -0.56564 -0.91021
H -0.98638 0.68106 2.70316
O 1.70184 -1.64608 0.30459
C -0.01763 2.04420 -0.01075
N 1.33120 -2.27508 1.22771
C 0.95318 0.91159 1.63761
H -1.93079 2.21701 1.08501
O 2.05062 -2.90006 1.96998
O 0.26158 -1.77849 -2.26295
O 1.31627 -0.84708 -3.94132
C -0.37322 1.01628 1.87973
H 1.75072 0.52227 2.25305
N 0.82431 -0.87923 -2.81938
O 0.17281 -1.94837 1.38448
*
```

Output
- max |F| (eV/Å) = 10.14
- molecular weight (g/mol) = 305.1
- Kohn-Sham gap (alpha / beta) (Eh) = 0.2707 / 0.3422
- expectation value of S² = 3.807



6.
Here is a 3-piece molecular cluster, C5H13N overall from the OMol25 dataset. Energies are from ωB97M-V/def2-TZVPD.

ORCA input file:
```
! wB97M-V def2-TZVPD RIJCOSX def2/J DEFGRID3
* xyz 0 1
H -3.76911 2.32141 1.22354
H -1.47783 -0.16302 0.07789
H 1.77506 0.81605 -0.53431
H -0.59006 0.61133 -1.85566
H 1.71788 0.21262 1.89337
H 0.91278 -2.14840 -1.72483
H 3.29005 -0.12997 1.26411
H 2.19284 -1.51001 1.36667
H 2.15744 -0.84005 -1.05023
C 0.24675 -0.57721 -0.39064
H -3.57483 1.70964 -0.45373
H -0.99703 -1.68663 -1.59566
N -0.57657 -0.17228 0.54542
C 0.03699 -1.44993 -1.45272
C 2.25396 -0.45399 1.15357
H -2.59208 3.24762 0.03774
C 1.70313 -0.22770 -0.22043
C -3.05110 2.21326 0.37725
H -2.14746 1.73882 0.73093
*
```

Output
- max |F| (eV/Å) = 4.51
- molecular weight (g/mol) = 87.2
- Kohn-Sham gap (Eh) = 0.2346